Molecular formula: H6O2S2
Method: DFT, ωB97M-V/def2-TZVPD

Summary:
Molecular weight: 102.18 g mol⁻¹
Expectation value of S²: 0.756
HOMO-LUMO gap (alpha / beta): 7.7823 / 3.9634 eV

Geometry as ORCA input:
```
! wB97M-V def2-TZVPD RIJCOSX def2/J DEFGRID3
* xyz 1 2
S 1.29141 0.04359 1.50962
S -0.38328 -0.11635 2.67068
H 1.19195 -0.81305 0.58952
H -1.44014 0.26626 1.88002
H -1.29408 -1.80338 -4.95440
H -1.34217 -1.70488 -3.47882
O -0.84794 -2.16649 -4.28484
H -0.61206 3.01821 -2.42630
H -0.96908 1.67875 -2.31615
O -0.41013 2.23178 -2.73750
*
```